Entry 1:
C33H37CsN4 as an isolated structure, computed with ωB97M-V/def2-TZVPD.

Output
2S+1: 1
HOMO energy in eV: -6.41
Total charge: 0
LUMO in eV: -0.40
ΔE to the lowest compared entry with this formula, charge and spin in kcal per mole: 1.2

Cartesian coordinates (Å):
Cs  -0.191  -1.136  -0.798
C  -3.425  1.109  -4.096
C  -2.695  0.106  -3.444
N  -1.384  0.017  -3.466
C  -0.694  0.952  -4.152
C  -1.332  1.986  -4.859
C  -2.735  2.048  -4.812
C  -0.558  2.952  -5.587
C  0.787  2.890  -5.599
C  1.481  1.860  -4.880
C  2.883  1.787  -4.854
C  3.498  0.797  -4.136
C  2.690  -0.119  -3.446
N  1.376  -0.082  -3.455
C  0.762  0.891  -4.158
H  -4.504  1.132  -4.032
H  -3.226  -0.656  -2.882
H  -3.249  2.841  -5.340
H  -1.078  3.735  -6.124
H  1.367  3.623  -6.147
H  3.460  2.523  -5.401
H  4.575  0.723  -4.096
H  3.143  -0.914  -2.862
C  2.684  1.388  0.468
C  1.393  2.022  -0.060
C  1.718  3.049  -1.145
C  0.553  2.566  1.084
C  0.514  3.927  1.346
C  -0.225  4.432  2.407
C  -0.962  3.563  3.189
C  -0.959  2.190  2.957
C  -1.889  1.318  3.786
C  -1.495  1.300  5.266
C  -3.346  1.766  3.629
C  -0.154  1.673  1.921
N  -0.098  0.300  1.631
C  0.216  -0.517  2.596
C  0.276  -1.932  2.573
C  0.576  -2.715  3.710
C  0.533  -4.034  3.297
C  0.218  -4.001  1.914
N  0.051  -2.752  1.483
C  0.063  -5.215  1.023
C  1.264  -6.151  1.221
C  -1.222  -5.964  1.405
C  -0.008  -4.834  -0.458
H  3.256  0.939  -0.350
H  2.460  0.611  1.199
H  3.305  2.146  0.949
H  0.825  1.232  -0.554
H  2.401  3.818  -0.779
H  0.813  3.537  -1.514
H  2.207  2.552  -1.986
H  1.064  4.618  0.721
H  -0.239  5.496  2.605
H  -1.568  3.963  3.993
H  -1.831  0.296  3.415
H  -1.555  2.304  5.694
H  -0.473  0.942  5.400
H  -2.164  0.648  5.830
H  -3.501  2.770  4.029
H  -4.005  1.083  4.169
H  -3.639  1.770  2.578
H  0.485  -0.079  3.565
H  0.795  -2.333  4.697
H  0.710  -4.909  3.904
H  1.346  -6.467  2.261
H  2.191  -5.642  0.950
H  1.160  -7.043  0.599
H  -1.189  -6.276  2.450
H  -1.350  -6.854  0.782
H  -2.091  -5.317  1.274
H  0.870  -4.256  -0.753
H  -0.903  -4.250  -0.681
H  -0.036  -5.744  -1.062

Atom charges from the Mulliken analysis, given in e for atoms 1 to 4: atom 1 (Cs): 1.3305, atom 2 (C): -0.6594, atom 3 (C): -0.3533, atom 4 (N): -0.3392

Entry 2:
C33H37FFeN2O7S2 as an isolated structure, computed with ωB97M-V/def2-TZVPD.

Output
2S+1: 5
HOMO energy (alpha / beta) in eV: -1.71 / -1.64
Total charge: -2
LUMO (alpha / beta) in eV: 4.50 / 4.50
ΔE to the lowest compared entry with this formula, charge and spin in kcal per mole: 0.0

Cartesian coordinates (Å):
Fe  -0.249  0.106  0.080
O  1.453  0.694  1.175
N  1.632  1.260  2.338
C  2.898  1.260  2.808
C  3.223  1.840  4.005
C  2.199  2.450  4.740
C  0.924  2.459  4.238
C  0.587  1.866  2.996
S  -0.941  1.864  2.286
H  3.600  0.773  2.145
H  4.248  1.817  4.345
H  2.410  2.918  5.694
H  0.112  2.930  4.773
C  -6.920  -1.585  1.216
O  -7.004  -0.586  0.226
C  -5.814  -0.049  -0.203
C  -5.930  0.861  -1.278
C  -4.784  1.416  -1.778
C  -3.507  1.139  -1.256
C  -2.322  1.742  -1.825
C  -2.430  2.511  -3.133
O  -1.210  1.663  -1.309
C  -3.387  0.231  -0.148
O  -2.300  -0.091  0.406
C  -4.602  -0.356  0.345
H  -7.933  -1.965  1.353
H  -6.554  -1.179  2.164
H  -6.259  -2.399  0.907
H  -6.908  1.091  -1.678
H  -4.869  2.112  -2.604
H  -2.993  1.949  -3.878
H  -1.424  2.701  -3.497
H  -2.937  3.466  -2.975
H  -4.481  -1.056  1.159
C  1.513  3.208  -2.809
C  2.243  3.340  -1.472
C  1.260  3.630  -0.338
C  3.155  2.168  -1.142
C  4.470  2.476  -0.796
C  5.393  1.499  -0.472
C  4.990  0.171  -0.496
C  3.688  -0.180  -0.826
C  3.290  -1.643  -0.743
C  3.171  -2.097  0.713
C  4.246  -2.551  -1.519
C  2.745  0.824  -1.150
N  1.420  0.446  -1.446
C  1.265  -0.078  -2.679
C  2.158  0.038  -3.775
C  1.872  -0.499  -5.022
C  0.696  -1.190  -5.268
C  -0.200  -1.358  -4.208
C  0.099  -0.822  -2.987
F  -0.747  -1.068  -1.946
H  0.991  4.143  -3.037
H  0.778  2.408  -2.759
H  2.210  2.994  -3.622
H  2.913  4.207  -1.556
H  0.589  2.789  -0.172
H  0.645  4.504  -0.575
H  1.789  3.826  0.597
H  4.770  3.521  -0.791
H  6.412  1.766  -0.211
H  5.695  -0.606  -0.224
H  2.307  -1.754  -1.195
H  4.148  -2.042  1.208
H  2.812  -3.125  0.771
H  2.463  -1.474  1.258
H  5.244  -2.571  -1.072
H  4.343  -2.226  -2.557
H  3.866  -3.575  -1.516
H  3.087  0.573  -3.621
H  2.594  -0.368  -5.822
H  0.478  -1.606  -6.243
H  -1.118  -1.922  -4.312
C  -1.392  -1.950  3.022
S  -0.726  -2.889  1.663
O  -1.850  -3.598  1.075
O  0.310  -3.742  2.228
O  -0.146  -1.881  0.744
H  -2.139  -2.571  3.511
H  -1.842  -1.039  2.636
H  -0.583  -1.712  3.708

Atom charges from the Mulliken analysis, given in e for atoms 1 to 4: atom 1 (Fe): 2.1497, atom 2 (O): 0.0737, atom 3 (N): 0.0365, atom 4 (C): -0.1698

Entry 3:
C33H38AuN5O2S2Sb as an isolated structure, computed with ωB97M-V/def2-TZVPD.

Output
2S+1: 3
HOMO energy (alpha / beta) in eV: -9.24 / -10.49
Total charge: +1
LUMO (alpha / beta) in eV: -3.87 / -4.55

Cartesian coordinates (Å):
Au  1.485  1.635  -0.150
C  -4.605  2.094  -0.544
C  -4.006  2.566  0.692
C  -2.668  2.700  0.799
C  -1.789  2.272  -0.251
C  -2.368  1.401  -1.339
C  -3.841  1.598  -1.520
N  -0.572  2.782  -0.408
C  -0.378  4.126  -0.039
C  -1.416  5.083  -0.090
C  -1.168  6.415  0.124
C  0.134  6.861  0.395
C  1.173  5.968  0.407
C  0.929  4.602  0.185
N  1.942  3.678  0.165
N  3.176  4.084  0.251
C  4.098  3.107  0.115
C  5.464  3.431  0.240
C  6.408  2.453  0.077
C  6.009  1.145  -0.227
C  4.668  0.887  -0.339
N  3.726  1.828  -0.168
H  -5.679  2.146  -0.666
H  -4.650  2.844  1.517
H  -2.221  3.165  1.670
H  -1.816  1.575  -2.261
H  -4.268  1.224  -2.443
H  -2.415  4.771  -0.357
H  -1.981  7.126  0.057
H  0.320  7.913  0.572
H  2.191  6.278  0.592
H  5.719  4.458  0.463
H  7.460  2.692  0.172
H  6.729  0.352  -0.372
H  4.313  -0.100  -0.594
C  3.761  -1.728  1.887
C  3.161  -2.208  0.566
C  2.838  -3.704  0.598
Sb  1.450  -1.019  -0.042
C  1.306  -1.551  -2.140
C  1.036  -3.018  -2.468
C  2.580  -1.038  -2.818
C  -0.176  -1.646  1.233
C  -0.512  -3.132  1.206
C  0.124  -1.137  2.646
H  4.700  -2.256  2.075
H  3.094  -1.949  2.723
H  3.970  -0.658  1.898
H  3.869  -2.016  -0.243
H  2.429  -3.989  1.567
H  3.760  -4.273  0.453
H  2.134  -4.019  -0.170
H  0.466  -0.952  -2.477
H  1.907  -3.641  -2.263
H  0.816  -3.116  -3.535
H  0.183  -3.423  -1.918
H  3.465  -1.586  -2.480
H  2.746  0.027  -2.635
H  2.506  -1.182  -3.899
H  -1.009  -1.074  0.841
H  0.277  -3.733  1.658
H  -0.688  -3.505  0.194
H  -1.425  -3.299  1.786
H  0.973  -1.659  3.094
H  -0.747  -1.310  3.285
H  0.337  -0.066  2.659
O  -3.862  -1.959  3.005
S  -4.583  -1.559  1.837
O  -5.856  -0.923  1.946
N  -3.566  -0.575  0.924
C  -3.264  -1.151  -0.174
S  -2.135  -0.476  -1.329
C  -3.835  -2.504  -0.421
C  -3.706  -3.334  -1.521
C  -4.395  -4.542  -1.511
C  -5.193  -4.902  -0.430
C  -5.326  -4.065  0.674
C  -4.631  -2.876  0.650
H  -3.089  -3.048  -2.364
H  -4.322  -5.207  -2.362
H  -5.724  -5.846  -0.448
H  -5.946  -4.337  1.519

Atom charges from the Mulliken analysis, given in e for atoms 1 to 4: atom 1 (Au): 0.8221, atom 2 (C): -0.5092, atom 3 (C): -0.6844, atom 4 (C): -0.2652

Entry 4:
C33H38BrF5NbSi as an isolated structure, computed with ωB97M-V/def2-TZVPD.

Output
2S+1: 1
HOMO energy in eV: -3.93
Total charge: -1
LUMO in eV: 1.89

Cartesian coordinates (Å):
C  -1.833  -2.312  0.123
Si  -2.742  -0.703  0.457
C  -2.952  0.212  -1.188
C  -1.799  0.462  1.618
Nb  -5.223  -1.077  1.149
Br  -4.940  -3.681  1.341
H  -1.245  -2.653  0.962
H  -1.187  -2.126  -0.731
H  -2.531  -3.081  -0.173
H  -2.060  0.047  -1.786
H  -3.841  -0.174  -1.675
H  -3.094  1.263  -0.979
H  -2.147  1.467  1.415
H  -0.739  0.431  1.373
H  -1.951  0.218  2.656
H  -5.763  -1.297  -0.609
H  -6.980  -1.267  1.553
H  -4.720  -0.909  2.921
H  -5.365  0.734  0.915
F  -4.651  -2.348  -2.936
C  -3.750  -2.809  -3.806
C  -3.281  -1.971  -4.801
C  -2.336  -2.456  -5.693
C  -1.874  -3.761  -5.585
C  -2.358  -4.584  -4.576
C  -3.301  -4.110  -3.677
H  -3.652  -0.958  -4.863
H  -1.956  -1.811  -6.474
H  -1.136  -4.134  -6.282
H  -1.998  -5.600  -4.487
H  -3.685  -4.728  -2.876
F  1.348  -0.844  1.585
C  1.895  -0.482  2.761
C  2.866  0.499  2.770
C  3.431  0.868  3.981
C  3.018  0.259  5.157
C  2.036  -0.723  5.122
C  1.466  -1.101  3.916
H  3.171  0.961  1.840
H  4.192  1.636  4.005
H  3.457  0.552  6.101
H  1.709  -1.195  6.038
H  0.692  -1.855  3.867
F  5.066  0.746  -3.769
C  5.230  0.072  -2.611
C  6.454  -0.507  -2.346
C  6.625  -1.193  -1.152
C  5.576  -1.293  -0.250
C  4.353  -0.706  -0.541
C  4.173  -0.015  -1.730
H  7.257  -0.416  -3.066
H  7.582  -1.643  -0.924
H  5.712  -1.827  0.681
H  3.532  -0.789  0.158
H  3.228  0.454  -1.973
F  9.023  0.335  0.749
C  9.275  1.566  0.264
C  9.280  1.759  -1.102
C  9.543  3.027  -1.597
C  9.798  4.078  -0.726
C  9.789  3.859  0.644
C  9.525  2.595  1.150
H  9.077  0.927  -1.761
H  9.542  3.196  -2.665
H  10.001  5.066  -1.116
H  9.988  4.676  1.324
H  9.508  2.404  2.214
F  -11.190  3.083  3.579
C  -10.313  2.739  2.603
C  -9.446  3.695  2.119
C  -8.549  3.336  1.123
C  -8.535  2.041  0.625
C  -9.419  1.098  1.127
C  -10.316  1.444  2.128
H  -9.473  4.699  2.523
H  -7.852  4.069  0.740
H  -7.828  1.759  -0.142
H  -9.399  0.088  0.744
H  -11.005  0.720  2.542

Atom charges from the Mulliken analysis, given in e for atoms 1 to 4: atom 1 (C): -1.0324, atom 2 (Si): 1.1578, atom 3 (C): -1.0922, atom 4 (C): -0.8795

Look up the total charge of the third one. +1

2S+1 of number 1 (C33H37CsN4)? 1

What is the formula in the fourth record? C33H38BrF5NbSi

Look up the 2S+1 of the fourth one. 1